Entry 1:
A 10-piece molecular cluster, C48H124N8O15 overall at a distorted geometry, computed with ωB97M-V/def2-TZVPD.

```
195
Properties=species:S:1:pos:R:3:lowdin_charge:R:1
C -10.15300 -0.32417 -6.67057 -0.040
C -8.76484 -0.12329 -5.87043 -0.454
C -7.53677 -0.80432 -6.53634 -0.063
O -8.46445 1.25593 -5.79383 -0.071
H -10.10946 0.06189 -7.68897 0.065
H -10.98817 0.20049 -6.20654 0.065
H -10.42962 -1.37714 -6.72379 0.064
H -8.76612 -0.47278 -4.83797 0.127
H -7.47858 -1.86211 -6.27987 0.073
H -6.61653 -0.43065 -6.08731 0.075
H -7.65035 -0.52532 -7.58389 0.076
H -8.22441 1.56020 -6.67212 0.082
C 3.98467 5.35484 9.85264 -0.093
C 4.08394 5.35148 8.37904 -0.502
C 2.88741 6.00290 7.68705 -0.048
O 5.16624 6.21768 8.03876 -0.061
H 3.20812 4.72813 10.29116 0.080
H 3.82549 6.36035 10.24216 0.089
H 4.83557 4.92034 10.37729 0.078
H 4.24519 4.31118 8.09641 0.135
H 2.75353 5.55290 6.70336 0.078
H 2.91705 7.09101 7.74388 0.085
H 1.98500 5.84761 8.27835 0.072
H 6.03298 5.83784 8.20025 0.087
C 0.08437 -2.83016 13.61673 -0.063
O -1.32390 -3.23324 13.69514 -0.211
C -2.17826 -2.31709 14.30320 -0.255
C -3.64212 -2.78297 14.45375 -0.230
N -4.19481 -3.03270 13.17349 -0.067
C -5.58484 -3.45389 13.24073 -0.191
C -5.72086 -4.93152 13.62002 -0.204
O -5.68217 -5.06175 15.05257 -0.224
C -5.51720 -6.36494 15.68074 -0.085
H 0.44694 -2.67425 14.63277 0.081
H 0.16706 -1.94718 12.98300 0.083
H 0.69192 -3.63198 13.19714 0.081
H -2.18221 -1.47577 13.61020 0.119
H -1.82901 -2.08037 15.30823 0.118
H -4.22513 -2.00439 14.94567 0.129
H -3.52964 -3.67001 15.07713 0.113
H -3.55907 -3.66085 12.70301 0.110
H -5.99776 -3.31515 12.24155 0.109
H -6.22967 -2.83260 13.86226 0.123
H -4.91912 -5.51824 13.17163 0.115
H -6.62763 -5.44690 13.30340 0.112
H -6.29031 -7.08800 15.42072 0.075
H -5.67779 -6.20553 16.74699 0.081
H -4.53744 -6.80936 15.50563 0.081
C 14.40177 -0.06119 1.64554 -0.157
O 13.12574 -0.50144 1.91062 -0.182
C 12.27934 -0.26885 0.74269 -0.202
C 10.86241 -0.69635 0.81731 -0.232
N 10.72424 -1.98613 1.47909 -0.071
C 9.32928 -2.39517 1.79555 -0.199
C 9.40704 -3.71422 2.51677 -0.220
O 10.00458 -3.50887 3.82282 -0.201
C 10.29895 -4.76002 4.46450 -0.099
H 14.92229 -0.44114 2.52463 0.093
H 14.55087 1.01671 1.70890 0.084
H 14.79070 -0.39505 0.68358 0.088
H 12.73209 -0.78111 -0.10625 0.121
H 12.26663 0.80711 0.56873 0.123
H 10.47914 -0.79999 -0.19781 0.124
H 10.23069 -0.03639 1.41184 0.115
H 11.28827 -1.89418 2.31187 0.096
H 8.76724 -2.32861 0.86401 0.119
H 8.85976 -1.62104 2.40249 0.112
H 10.03631 -4.35382 1.89789 0.117
H 8.40907 -4.13877 2.62595 0.118
H 10.89894 -5.36829 3.78765 0.086
H 9.39389 -5.20861 4.87407 0.084
H 10.92104 -4.50845 5.32347 0.082
C 1.57252 0.54695 -3.06230 -0.135
O 1.60359 0.64214 -1.67301 -0.225
C 2.94831 0.64905 -1.13376 -0.182
C 2.82009 0.96896 0.40413 -0.153
N 2.43836 -0.21151 1.25840 -0.065
C 1.20900 -0.89425 0.95225 -0.226
C 0.69997 -1.55203 2.23809 -0.191
O 0.76437 -0.53822 3.26271 -0.229
C 0.60406 -1.04827 4.59710 -0.093
H 0.54701 0.71297 -3.39221 0.089
H 1.82914 -0.44815 -3.42568 0.081
H 2.32987 1.20256 -3.49207 0.082
H 3.49174 1.48698 -1.57037 0.108
H 3.41914 -0.29911 -1.39338 0.121
H 2.11674 1.79461 0.51228 0.110
H 3.80208 1.35559 0.67676 0.104
H 2.38047 0.06545 2.22795 0.086
H 1.45156 -1.68472 0.24203 0.116
H 0.44621 -0.23521 0.53763 0.114
H 1.39969 -2.32015 2.56745 0.116
H -0.31495 -1.93051 2.11650 0.122
H -0.38200 -1.47998 4.76861 0.081
H 0.76083 -0.27549 5.34964 0.085
H 1.32060 -1.85428 4.75531 0.081
C -2.54881 4.56779 0.96032 -0.096
O -3.67642 4.64000 0.06175 -0.206
C -3.50103 3.89188 -1.16802 -0.171
C -2.39533 4.56864 -2.06796 -0.219
N -2.81709 5.76366 -2.79809 -0.067
C -1.97752 6.13682 -3.92350 -0.211
C -0.50400 6.43878 -3.59842 -0.216
O 0.15195 6.72523 -4.83441 -0.181
C 1.54935 6.68313 -4.74999 -0.128
H -2.03983 5.52777 0.87381 0.083
H -1.87336 3.78758 0.60940 0.079
H -2.86213 4.40324 1.99127 0.083
H -4.42044 4.05046 -1.73163 0.110
H -3.35278 2.82433 -1.00537 0.116
H -2.01640 3.82943 -2.77372 0.111
H -1.55904 4.79104 -1.40520 0.093
H -3.74785 5.50066 -3.08896 0.099
H -2.30537 7.09149 -4.33488 0.116
H -2.13194 5.42064 -4.73055 0.117
H -0.08033 5.60443 -3.03944 0.108
H -0.48911 7.28865 -2.91607 0.125
H 1.91141 7.20818 -3.86606 0.087
H 1.95758 7.29632 -5.55337 0.082
H 1.97172 5.69609 -4.93828 0.087
C -3.03868 4.14362 -13.52140 -0.122
O -3.57428 2.97024 -12.94695 -0.202
C -3.61511 1.70956 -13.66083 -0.173
C -4.12153 1.75269 -15.12366 -0.209
N -5.56350 2.01873 -15.18413 -0.058
C -6.04608 1.77452 -16.48167 -0.271
C -7.51795 2.19519 -16.65407 -0.196
O -8.07936 2.19197 -18.00576 -0.193
C -7.92847 0.93128 -18.70132 -0.104
H -3.34322 4.96892 -12.87779 0.090
H -3.30598 4.29923 -14.56660 0.070
H -1.94942 4.16862 -13.55311 0.079
H -4.24830 1.08601 -13.02968 0.123
H -2.59602 1.33061 -13.73789 0.111
H -3.92286 0.73921 -15.47220 0.119
H -3.54786 2.43418 -15.75181 0.108
H -5.68762 3.00902 -15.02915 0.114
H -6.03674 0.77117 -16.90748 0.114
H -5.55989 2.48370 -17.15158 0.124
H -7.64891 3.16271 -16.16944 0.116
H -8.15449 1.54905 -16.04957 0.115
H -8.22799 0.06843 -18.10645 0.088
H -6.87398 0.76615 -18.92244 0.069
H -8.36359 1.01367 -19.69731 0.087
C -1.94721 -7.36285 -2.76046 -0.068
C -1.99087 -8.68584 -2.07401 -0.447
C -1.02067 -8.78208 -0.81641 -0.186
O 0.28509 -8.43249 -1.21367 -0.201
C 0.99148 -9.44019 -1.97450 -0.084
N -3.37913 -9.06701 -1.79655 0.018
H -2.71584 -7.37997 -3.53312 0.076
H -1.01368 -7.16891 -3.28867 0.080
H -2.10762 -6.56852 -2.03147 0.088
H -1.70949 -9.43964 -2.80935 0.117
H -1.12662 -9.76022 -0.34726 0.111
H -1.20524 -8.09759 0.01156 0.125
H 0.59459 -9.61564 -2.97440 0.077
H 0.99329 -10.37134 -1.40788 0.083
H 2.02814 -9.11585 -2.06533 0.085
H -3.48494 -9.97395 -1.36482 0.064
H -3.77503 -9.17223 -2.71975 0.062
C -9.18938 -3.58938 2.42714 -0.092
C -8.95592 -4.19259 3.76638 -0.445
C -7.41932 -4.45042 3.89767 -0.207
O -6.94086 -4.85494 5.17723 -0.217
C -7.65625 -5.99456 5.79099 -0.064
N -9.30109 -3.25824 4.83322 0.041
H -8.71257 -4.14435 1.61920 0.081
H -8.66468 -2.64641 2.27346 0.080
H -10.24713 -3.44898 2.20456 0.085
H -9.55595 -5.10152 3.80986 0.129
H -6.83234 -3.56648 3.64828 0.128
H -7.08274 -5.25364 3.24219 0.117
H -7.91792 -6.72380 5.02430 0.081
H -8.58014 -5.59831 6.21231 0.077
H -7.11501 -6.51407 6.58173 0.081
H -8.55973 -3.21646 5.51788 0.059
H -9.21744 -2.30700 4.50418 0.065
C 9.86887 6.05604 -3.47708 -0.052
C 9.86821 7.49370 -2.89597 -0.454
C 10.49919 7.49649 -1.55962 -0.241
O 9.95475 6.66800 -0.52667 -0.183
C 8.73950 7.19993 0.02715 -0.098
N 10.55935 8.30129 -3.90453 0.037
H 9.19136 5.95281 -4.32468 0.074
H 9.41729 5.36374 -2.76651 0.071
H 10.87803 5.72473 -3.72193 0.080
H 8.85784 7.90027 -2.85205 0.136
H 10.52134 8.52625 -1.20298 0.116
H 11.56392 7.26595 -1.52322 0.131
H 8.81792 8.23136 0.37083 0.085
H 8.52519 6.52330 0.85440 0.087
H 7.88912 7.12042 -0.65007 0.080
H 10.70094 9.26595 -3.64091 0.068
H 11.46511 7.85490 -3.92542 0.063
```

SMILES	COC[C@H](C)N.COC[C@H](C)N.COC[C@H](C)N.COCCNCCOC.COCCNCCOC.COCCNCCOC.COCCNCCOC.COCCNCCOC.CC(C)O.CC(C)O
net charge	0
energy above the lowest of the compared OMol25 structures with the same formula, charge and spin	5.284	eV
Kohn-Sham gap	0.330	Eh
LUMO energy	0.6	eV

=====

Entry 2:
A 12-piece molecular cluster, C48H126N6O24 overall at a distorted geometry, computed with ωB97M-V/def2-TZVPD.

```
204
Properties=species:S:1:pos:R:3:lowdin_charge:R:1
C 5.98457 -4.28438 10.83454 -0.101
O 7.05140 -4.95354 11.53837 -0.204
C 8.34005 -4.93299 10.88833 -0.184
C 8.29996 -5.89497 9.63663 -0.214
N 9.34521 -5.76021 8.65046 -0.074
C 10.74779 -5.77106 9.09117 -0.212
C 11.70515 -5.62313 7.91408 -0.228
O 11.56909 -6.73505 7.04954 -0.198
C 12.23144 -6.65353 5.79504 -0.101
H 5.90469 -4.36206 9.75024 0.078
H 5.98553 -3.27083 11.23555 0.084
H 5.04650 -4.71988 11.17872 0.082
H 9.07458 -5.29710 11.60665 0.115
H 8.59160 -3.93699 10.52389 0.115
H 7.36693 -5.75863 9.08985 0.099
H 8.24110 -6.91574 10.01432 0.112
H 9.31329 -6.54937 8.02092 0.102
H 10.92396 -6.74361 9.55076 0.118
H 10.96771 -5.00041 9.82998 0.117
H 12.68124 -5.66389 8.39750 0.121
H 11.47490 -4.66982 7.43839 0.125
H 13.29624 -6.45296 5.91369 0.082
H 11.82921 -5.76898 5.30119 0.080
H 12.10062 -7.47247 5.08770 0.086
C -12.09949 13.92075 -4.09222 -0.097
O -10.95302 13.12714 -4.49570 -0.211
C -10.31983 13.61961 -5.70098 -0.195
C -8.87128 13.04049 -5.84421 -0.219
N -7.98932 13.42577 -4.78576 -0.068
C -6.74021 12.66396 -4.77304 -0.195
C -6.72773 11.27145 -4.11036 -0.213
O -7.39284 11.15727 -2.84572 -0.203
C -7.35198 9.88903 -2.25014 -0.115
H -12.56446 13.23510 -3.38385 0.085
H -12.77258 14.05102 -4.93962 0.079
H -11.96185 14.90651 -3.64788 0.083
H -10.34054 14.69257 -5.51015 0.108
H -10.91288 13.49654 -6.60720 0.112
H -8.42768 13.26646 -6.81388 0.118
H -9.07241 11.96979 -5.80861 0.109
H -8.47814 13.27821 -3.91433 0.103
H -6.14573 13.32512 -4.14252 0.111
H -6.26147 12.54444 -5.74496 0.121
H -5.65916 11.07724 -4.01788 0.115
H -7.17280 10.55042 -4.79600 0.112
H -7.85931 9.14454 -2.86370 0.088
H -7.73357 9.94856 -1.23084 0.089
H -6.28238 9.71310 -2.13565 0.083
C 3.95021 5.60749 3.80287 -0.120
O 4.96307 5.20850 4.73463 -0.196
C 4.97903 3.77890 4.91552 -0.196
C 6.20815 3.41187 5.80254 -0.235
N 6.09175 3.95901 7.10196 -0.051
C 5.39590 2.96572 7.97648 -0.177
C 4.77385 3.69512 9.21652 -0.211
O 3.48573 4.22510 8.97631 -0.176
C 3.43731 5.31526 8.07963 -0.106
H 3.76309 6.67705 3.89843 0.080
H 2.93274 5.26336 3.98839 0.084
H 4.15701 5.50291 2.73779 0.084
H 5.05178 3.35911 3.91223 0.117
H 4.03281 3.43795 5.33566 0.111
H 7.10885 3.82575 5.34917 0.112
H 6.39835 2.34196 5.71753 0.118
H 5.39882 4.67538 6.93840 0.048
H 6.12905 2.22675 8.29977 0.113
H 4.53796 2.47666 7.51512 0.114
H 5.46408 4.45081 9.59149 0.118
H 4.70963 2.95293 10.01221 0.114
H 4.27550 6.01020 8.13045 0.096
H 2.54954 5.94132 8.16919 0.092
H 3.43022 4.88204 7.07944 0.068
C 0.25139 2.69725 -1.94932 -0.125
O 0.32423 1.55804 -1.11799 -0.219
C -0.83956 1.41460 -0.20702 -0.164
C -0.66069 0.03019 0.43086 -0.242
N 0.27866 -0.01072 1.53087 -0.041
C 0.45499 -1.40973 1.94485 -0.215
C 1.10499 -1.51549 3.35575 -0.198
O 2.52863 -1.30255 3.31846 -0.194
C 3.30846 -2.41214 2.80167 -0.112
H 1.21488 2.80480 -2.44753 0.084
H 0.08609 3.61220 -1.38042 0.083
H -0.51451 2.45774 -2.68697 0.086
H -1.82529 1.46622 -0.66938 0.115
H -0.74997 2.21013 0.53271 0.117
H -0.41351 -0.68958 -0.34948 0.121
H -1.61864 -0.26725 0.85742 0.115
H 1.16594 0.20770 1.10061 0.109
H 0.95482 -2.11189 1.27758 0.113
H -0.47966 -1.96675 2.01005 0.111
H 0.91092 -2.46675 3.85128 0.109
H 0.71262 -0.77978 4.05781 0.115
H 2.93766 -3.42393 2.96561 0.083
H 4.32607 -2.37555 3.19055 0.077
H 3.54772 -2.39902 1.73834 0.072
C -0.71347 9.30436 -8.31652 -0.148
O -1.99637 8.94073 -8.73261 -0.188
C -2.01387 8.27453 -9.98598 -0.184
C -3.51891 8.03516 -10.49163 -0.155
N -3.63425 7.00916 -11.53881 -0.092
C -4.94552 6.92565 -12.08783 -0.230
C -6.02268 6.45670 -11.08100 -0.226
O -5.67696 5.22017 -10.47082 -0.182
C -6.28415 4.97814 -9.16535 -0.092
H -0.73663 9.90261 -7.40567 0.086
H -0.14857 10.00105 -8.93588 0.080
H -0.01360 8.47643 -8.20331 0.084
H -1.46757 7.34680 -9.81575 0.114
H -1.46737 8.84298 -10.73851 0.115
H -3.92862 8.98853 -10.82527 0.119
H -4.15032 7.67542 -9.67922 0.099
H -3.36404 6.05870 -11.32975 0.110
H -4.86656 6.26804 -12.95351 0.116
H -5.17519 7.87741 -12.56690 0.116
H -6.93862 6.38056 -11.66696 0.114
H -6.22787 7.17726 -10.28930 0.107
H -7.33552 5.25822 -9.09999 0.076
H -5.97019 5.47514 -8.24746 0.078
H -6.21886 3.90286 -8.99917 0.083
C 0.95803 -5.65224 -5.20910 -0.093
O 0.38046 -6.70946 -6.00775 -0.216
C 1.00968 -7.98453 -5.93896 -0.229
C 0.33051 -9.08794 -6.77504 -0.199
N -1.08874 -9.35450 -6.40427 -0.057
C -1.63334 -10.55696 -7.04641 -0.200
C -3.15937 -10.73203 -6.76682 -0.217
O -3.71418 -12.00021 -7.08941 -0.169
C -3.68176 -12.33206 -8.44969 -0.139
H 0.84878 -5.95852 -4.16872 0.084
H 0.49363 -4.70255 -5.47464 0.085
H 2.00949 -5.41562 -5.37203 0.076
H 0.95920 -8.25932 -4.88538 0.119
H 2.02379 -7.85734 -6.31778 0.118
H 1.11620 -9.84108 -6.71523 0.116
H 0.38504 -8.76670 -7.81520 0.109
H -1.58204 -8.47751 -6.49173 0.108
H -1.12265 -11.42166 -6.62263 0.125
H -1.54163 -10.51263 -8.13163 0.102
H -3.78825 -9.95810 -7.20687 0.114
H -3.37141 -10.43922 -5.73851 0.117
H -4.08135 -13.33574 -8.59482 0.089
H -2.70458 -12.32671 -8.93260 0.074
H -4.20044 -11.66991 -9.14297 0.084
C 13.07358 -1.83173 -0.78478 -0.241
C 11.50486 -1.71676 -0.46230 -0.200
O 10.81647 -1.44405 -1.67713 -0.083
O 13.47424 -3.00668 -1.43862 -0.067
H 13.58217 -1.87931 0.17812 0.109
H 13.49042 -0.97786 -1.31887 0.114
H 11.43189 -0.89798 0.25350 0.113
H 11.08160 -2.65094 -0.09316 0.112
H 11.07752 -2.04795 -2.37625 0.069
H 12.92884 -3.14949 -2.21563 0.072
C -9.91556 1.35321 0.64379 -0.289
C -9.12733 0.46814 -0.34604 -0.200
O -9.87061 -0.61699 -0.97701 -0.081
O -10.37047 0.74697 1.81163 -0.047
H -10.75665 1.79228 0.10724 0.110
H -9.30107 2.21892 0.89085 0.114
H -8.38195 0.04104 0.32484 0.115
H -8.67753 1.05882 -1.14409 0.113
H -10.79442 -0.41481 -1.14226 0.075
H -10.87428 1.39059 2.31514 0.090
C -4.79321 -4.52041 -4.44283 -0.227
C -4.58098 -5.47674 -3.28892 -0.234
O -3.16880 -5.61010 -3.01308 -0.071
O -4.34333 -5.24091 -5.63243 -0.082
H -4.31437 -3.54425 -4.36591 0.118
H -5.87287 -4.37318 -4.41532 0.111
H -5.09601 -6.40132 -3.54965 0.119
H -5.03239 -5.02340 -2.40642 0.118
H -2.68770 -5.91226 -3.78693 0.071
H -4.92821 -5.05359 -6.37029 0.075
C 8.36243 -9.65821 0.40662 -0.235
C 6.95705 -9.50110 -0.15144 -0.243
O 5.95590 -9.98422 0.76630 -0.074
O 8.80545 -11.00794 0.17922 -0.062
H 8.21753 -9.42519 1.46151 0.116
H 9.00242 -8.86249 0.02540 0.118
H 6.81693 -9.99810 -1.11136 0.119
H 6.78867 -8.42996 -0.26280 0.115
H 6.04772 -10.93692 0.84059 0.071
H 8.26949 -11.57294 0.74058 0.074
C -3.57422 2.52357 6.87863 -0.209
C -4.86978 2.75710 6.15215 -0.287
O -5.23511 4.09414 5.98994 -0.052
O -2.51983 3.01635 6.02193 -0.094
H -3.34395 1.47562 7.07071 0.122
H -3.46750 3.22460 7.70644 0.126
H -5.69479 2.30631 6.70373 0.118
H -4.88634 2.27839 5.17304 0.116
H -4.42724 4.60875 5.92583 0.081
H -2.23820 2.34641 5.39465 0.080
C -4.37338 -7.21886 9.00039 -0.244
C -5.10867 -8.20366 9.92169 -0.260
O -4.50618 -9.47819 9.86992 -0.061
O -3.04827 -7.01577 9.45032 -0.066
H -4.85792 -6.24826 8.89424 0.119
H -4.31452 -7.68011 8.01455 0.116
H -6.14503 -8.23814 9.58574 0.111
H -5.07036 -7.84054 10.94871 0.118
H -4.83285 -9.94234 10.64416 0.085
H -2.52609 -7.73489 9.08728 0.083
```

SMILES	COCCNCCOC.COCCNCCOC.COCCNCCOC.COCCNCCOC.COCCNCCOC.COCCNCCOC.OCCO.OCCO.OCCO.OCCO.OCCO.OCCO
net charge	0
energy above the lowest of the compared OMol25 structures with the same formula, charge and spin	5.894	eV
Kohn-Sham gap	0.330	Eh
LUMO energy	0.3	eV